1.
C3H2Br2NO4S | ωB97M-V/def2-TZVPD

- Net charge: -1
- Energy: -6017.42868 a.u.
- Multiplicity: 1
- Relative energy (zero: lowest compared OMol25 entry of this formula, charge and spin): 4.66 kcal per mole

Each line ends with the natural charge from an NBO analysis.
Atoms and positions in Å:
Br1 1.29 -0.59 -1.80  0.08
Br2 3.20 1.20 -0.09  0.05
S1 -0.50 -1.64 0.59  2.37
O1 -0.38 -2.72 -0.37  -0.98
O2 0.76 -1.32 1.29  -0.95
O3 -1.74 -1.51 1.33  -0.95
O4 0.70 2.47 0.99  -0.68
N1 -0.87 0.99 -0.11  -0.52
C1 1.43 0.65 -0.30  -0.40
C2 -1.01 -0.26 -0.38  -0.08
C3 0.50 1.46 0.31  0.45
H1 -1.47 1.68 -0.39  0.39
H2 -1.92 -0.42 -1.05  0.22

---

2.
C3H7FMnO2 | ωB97M-V/def2-TZVPD

- Net charge: 0
- Energy: -1519.68384 a.u.
- Multiplicity: 6

Each line ends with the Mulliken spin population.
Atoms and positions in Å:
Mn1 -0.36 0.01 -1.87  4.81
F1 -2.18 -0.63 -1.54  0.01
O1 1.10 -0.97 -1.33  0.14
O2 0.28 1.07 0.74  0.01
C1 0.63 -0.27 1.00  0.00
C2 1.59 -0.88 -0.03  0.00
C3 -0.92 1.31 -0.02  0.04
H1 -2.02 1.41 0.14  0.00
H2 -0.89 2.42 0.07  0.00
H3 -0.29 -0.89 1.06  0.00
H4 -2.42 -0.14 -0.59  0.00
H5 2.51 -0.27 0.00  -0.01
H6 1.86 -1.88 0.37  0.00
H7 1.12 -0.29 1.98  0.00

---

3.
C36H43ClIN4O2P2PdSi2 | ωB97M-V/def2-TZVPD

- Net charge: -1
- Energy: -3914.75780 a.u.
- Multiplicity: 3
- Relative energy (zero: lowest compared OMol25 entry of this formula, charge and spin): 2.48 kcal per mole

Each line ends with the Mulliken spin population.
Atoms and positions in Å:
I1 7.40 -2.91 0.99  0.00
Pd1 0.97 -1.40 0.35  1.23
Cl1 3.58 -5.50 2.28  0.00
P1 0.45 1.56 -0.19  -0.11
P2 -1.69 -0.90 0.12  -0.03
Si1 3.22 2.68 -0.10  0.01
Si2 -1.35 -3.81 -0.72  0.02
O1 1.72 -3.21 1.63  0.05
O2 2.31 -3.10 -0.49  0.06
N1 2.03 1.48 -0.29  0.00
N2 3.63 -1.01 1.30  0.00
N3 4.06 -0.55 0.12  0.01
N4 -1.20 -2.40 0.25  0.14
C1 2.30 -3.68 0.63  -0.05
C2 -4.70 -0.47 -3.37  0.01
C3 -0.37 -3.74 -2.34  -0.01
C4 -0.63 3.67 3.76  0.00
C5 -0.80 4.64 -2.71  0.00
C6 -0.39 3.97 -1.56  0.00
C7 -1.40 3.94 2.63  0.00
C8 -5.17 -0.30 -2.08  -0.01
C9 -2.95 -0.68 -1.20  -0.01
C10 0.75 2.20 2.46  0.02
C11 0.44 2.79 3.67  0.00
C12 2.60 4.47 -0.04  0.00
C13 -0.40 1.91 -2.77  0.00
C14 -1.10 3.33 1.43  -0.01
C15 -0.33 0.05 -0.34  0.55
C16 -0.81 2.58 -3.92  0.01
C17 3.00 -5.03 0.66  0.00
C18 -0.01 2.47 1.32  0.00
C19 4.59 -1.79 1.76  0.00
C20 -3.15 -4.14 -1.19  0.01
C21 4.25 2.43 1.48  0.00
C22 5.27 -1.03 -0.21  0.00
C23 -3.28 0.65 3.61  0.00
C24 -4.32 -1.45 3.14  0.00
C25 -1.02 3.95 -3.89  0.00
C26 5.66 -1.84 0.84  0.00
C27 -4.19 -0.33 3.95  0.00
C28 -3.55 -1.57 2.00  0.00
C29 -2.51 0.53 2.46  -0.01
C30 -2.64 -0.57 1.64  0.02
C31 -4.30 -0.41 -1.00  0.00
C32 -2.49 -0.83 -2.51  0.02
C33 -0.79 -5.28 0.32  0.00
C34 4.41 2.60 -1.58  0.00
C35 -0.19 2.60 -1.57  0.03
C36 -3.35 -0.74 -3.58  0.00
H1 2.30 -5.79 0.34  0.00
H2 -0.25 0.84 -2.79  -0.01
H3 3.85 -5.01 -0.01  0.00
H4 1.86 4.62 0.76  0.00
H5 4.53 1.58 -1.95  0.00
H6 3.46 5.11 0.18  0.00
H7 0.08 -4.71 -2.58  0.00
H8 -3.22 -5.10 -1.71  0.00
H9 -1.34 4.47 -4.78  0.00
H10 0.02 -4.99 0.98  0.00
H11 1.03 2.57 4.54  0.00
H12 -0.21 4.55 -0.66  0.00
H13 3.41 0.07 -0.38  0.02
H14 -1.02 -3.46 -3.17  0.00
H15 -2.25 4.62 2.70  0.00
H16 -3.56 -3.38 -1.85  0.00
H17 3.82 1.67 2.13  0.00
H18 -1.74 3.51 0.57  0.00
H19 -1.80 1.31 2.23  0.00
H20 4.00 3.19 -2.41  0.00
H21 -0.47 -6.13 -0.29  0.00
H22 1.58 1.51 2.38  0.00
H23 2.16 4.79 -0.98  0.00
H24 -3.15 1.52 4.25  0.00
H25 -0.96 2.02 -4.83  0.00
H26 4.31 3.36 2.05  0.00
H27 5.75 -0.79 -1.14  0.00
H28 -1.44 -1.04 -2.67  0.00
H29 -1.61 -5.62 0.95  0.00
H30 -5.38 -0.39 -4.21  0.00
H31 4.47 -2.31 2.69  0.00
H32 -6.21 -0.09 -1.90  0.00
H33 -0.87 4.14 4.70  0.00
H34 -4.68 -0.28 0.00  0.00
H35 -3.62 -2.47 1.39  0.00
H36 5.26 2.11 1.25  0.00
H37 5.39 2.99 -1.34  0.00
H38 -3.80 -4.21 -0.31  0.00
H39 -0.96 5.72 -2.67  0.00
H40 -4.79 -0.24 4.85  0.00
H41 -5.02 -2.24 3.40  0.00
H42 0.44 -3.02 -2.28  0.00
H43 -2.97 -0.87 -4.59  0.00

---

Q: Which of these has the highest energy?
A: C3H7FMnO2

---

Q: energy of number 3 (C36H43ClIN4O2P2PdSi2)?
A: -3914.75780 a.u.

---

Q: Among the records above, which one has the lowest energy?
A: C3H2Br2NO4S

---

Q: Which of these has the lowest energy?
A: C3H2Br2NO4S